Entry 1:
ORCA calculation (ωB97M-V with the def2-TZVPD basis set) on a 2-piece molecular cluster, C4H11Cl2NSi overall at a distorted geometry.

Each line ends with the Mulliken charge.
Element x y z (Å)
C1 2.598 1.136 -1.230  -0.7531
N1 2.066 0.432 -0.089  0.1760
C2 3.000 -0.591 0.384  -1.2664
Si1 0.649 0.861 0.830  0.2841
Cl1 -0.221 2.405 -0.027  -0.2223
H1 1.858 1.945 -1.700  0.2391
H2 3.624 1.477 -0.851  0.2220
H3 2.716 0.311 -1.937  0.2982
H4 3.932 -0.171 0.610  0.4309
H5 2.750 -0.877 1.295  0.4474
H6 3.223 -1.489 -0.173  0.3404
H7 0.850 1.515 2.265  -0.0912
H8 -0.250 -0.469 0.955  -0.1045
C3 -4.052 -1.506 -0.395  -0.5226
C4 -4.748 -0.691 0.412  -0.1287
Cl2 -6.084 0.268 -0.155  -0.1719
H9 -4.204 -1.833 -1.443  0.2221
H10 -3.149 -2.131 -0.161  0.2226
H11 -4.558 -0.593 1.410  0.3780

The value obtained for the HOMO-LUMO gap is 9.526 eV. The value obtained for the energy above the lowest of the compared OMol25 structures with the same formula, charge and spin is 398.5 kJ/mol. As for the total energy: -1423.59304 Eh. The value obtained for the LUMO energy is 0.72 eV. Its SMILES is CN(C)[SiH2]Cl.C=CCl.



Entry 2:
ORCA calculation (ωB97M-V with the def2-TZVPD basis set) on C4H11ClGaHfI as an isolated structure at a distorted geometry.

Each line ends with the Mulliken charge.
Element x y z (Å)
Ga1 -1.756 -0.150 0.501  0.0265
Cl1 -0.189 -0.946 1.445  -0.2029
C1 -2.325 1.205 1.823  -0.9912
H1 -3.413 1.417 1.740  0.2731
H2 -1.795 2.171 1.685  0.2888
H3 -2.139 0.872 2.865  0.2901
Hf1 0.875 -0.365 -0.248  0.9666
C2 1.376 -2.002 -1.417  -1.1646
C3 2.537 0.840 0.046  -1.1672
C4 -0.750 0.597 -0.839  -0.5064
H4 2.331 1.845 -0.383  0.2632
H5 2.762 0.944 1.128  0.3285
H6 3.414 0.393 -0.472  0.2996
H7 0.774 -1.968 -2.352  0.2823
H8 2.456 -1.959 -1.676  0.2853
H9 1.163 -2.952 -0.882  0.3358
H10 -0.747 1.709 -0.862  0.4309
H11 -1.009 0.168 -1.832  0.2937
I1 -3.565 -1.818 -0.270  -0.3321

The value obtained for the HOMO-LUMO gap is 8.908 eV. The value obtained for the energy above the lowest of the compared OMol25 structures with the same formula, charge and spin is 0.0 kJ/mol. As for the total energy: -2889.59169 Eh. The value obtained for the LUMO energy is 0.07 eV.



Entry 3:
ORCA calculation (ωB97M-V with the def2-TZVPD basis set) on an isolated ion of composition C4H11ClN2 and charge +2 at a distorted geometry.

Each line ends with the Mulliken charge.
Element x y z (Å)
N1 0.418 2.259 -0.292  -0.2156
C1 0.853 0.917 0.178  -0.4401
C2 0.471 -0.307 -0.823  -0.8705
C3 0.121 -1.137 0.428  -0.4268
N2 -1.039 -2.016 0.403  -0.2358
C4 0.010 0.188 1.258  -0.0812
Cl1 0.603 0.240 2.927  -0.0625
H1 0.527 2.966 0.465  0.3762
H2 -0.479 2.109 -0.649  0.3368
H3 1.257 2.514 -1.002  0.4502
H4 1.897 0.959 0.506  0.5074
H5 -0.405 -0.181 -1.447  0.3808
H6 1.339 -0.744 -1.489  0.3292
H7 0.974 -1.709 0.790  0.4510
H8 -1.861 -1.292 0.307  0.4704
H9 -1.197 -2.412 1.314  0.3685
H10 -1.182 -2.536 -0.512  0.3775
H11 -1.107 0.446 1.198  0.2847

The value obtained for the HOMO-LUMO gap is 11.467 eV. The value obtained for the energy above the lowest of the compared OMol25 structures with the same formula, charge and spin is 0.0 kJ/mol. As for the total energy: -728.01674 Eh. The value obtained for the LUMO energy is -7.35 eV. Its charge is +2. Its SMILES is [NH3+][C@@H]1C[C@H]([NH3+])[C@H]1Cl.



Entry 4:
ORCA calculation (ωB97M-V with the def2-TZVPD basis set) on a 2-piece molecular cluster, C4H11ClNOP overall at a distorted geometry.

Each line ends with the Mulliken charge.
Element x y z (Å)
C1 1.763 0.926 -1.167  -0.7705
C2 -1.738 -1.580 -0.930  -1.3125
C3 0.834 -0.226 -1.049  -0.4225
C4 -1.178 -0.661 0.247  -0.2257
N1 -0.227 0.195 -0.322  -0.2835
O1 0.316 0.852 3.436  -0.4447
P1 1.162 1.476 2.153  0.4163
Cl1 -0.071 3.075 1.955  -0.2483
H1 2.166 0.990 -0.118  -0.0092
H2 2.431 0.699 -2.032  0.3659
H3 1.140 1.856 -1.245  0.2885
H4 -0.977 -2.281 -1.265  0.3534
H5 -2.488 -2.381 -0.645  0.3324
H6 -1.935 -0.968 -1.780  0.3963
H7 0.441 -0.639 -1.989  0.3776
H8 1.372 -1.163 -0.677  0.2688
H9 -2.098 -0.191 0.615  0.2838
H10 -0.633 -1.367 0.911  0.3222
H11 -0.280 1.390 3.902  0.3117

The value obtained for the HOMO-LUMO gap (spin up / spin down) is 8.372 / 7.451 eV. The value obtained for the energy above the lowest of the compared OMol25 structures with the same formula, charge and spin is 393.7 kJ/mol. As for the total energy: -1090.44238 Eh. The value obtained for the LUMO energy (spin up / spin down) is -0.37 / -0.12 eV.



Entry 5:
ORCA calculation (ωB97M-V with the def2-TZVPD basis set) on C4H11CuINO as an isolated structure at a distorted geometry.

Each line ends with the Mulliken charge.
Element x y z (Å)
Cu1 -6.221 -1.999 1.076  0.7278
I1 -3.940 -2.032 -0.732  0.2586
C1 0.487 -1.055 -1.830  -1.4323
C2 0.035 -0.248 -0.647  0.6748
C3 1.176 0.504 0.057  -0.7069
O1 0.705 0.796 1.351  -0.3007
C4 1.696 1.350 2.200  -0.7565
N1 -1.127 0.614 -0.931  -0.7651
H1 -0.374 -1.346 -2.439  0.3618
H2 0.991 -1.964 -1.511  0.3755
H3 1.134 -0.477 -2.495  0.3066
H4 -0.412 -0.983 0.052  0.2489
H5 1.249 1.407 -0.564  0.3547
H6 2.100 -0.073 0.039  0.3823
H7 1.983 2.382 1.987  0.2940
H8 2.577 0.703 2.244  0.3153
H9 1.254 1.332 3.198  0.2476
H10 -1.926 -0.035 -0.979  0.0978
H11 -1.389 1.124 -0.076  0.3158

The value obtained for the HOMO-LUMO gap (spin up / spin down) is 5.085 / 3.207 eV. As for the total energy: -2226.79570 Eh. The value obtained for the LUMO energy (spin up / spin down) is -6.63 / -8.50 eV. Its charge is +1. Its expectation value of S² is 0.753. The multiplicity is 2.



Entry 6:
ORCA calculation (ωB97M-V with the def2-TZVPD basis set) on a 2-piece molecular cluster, C4H11F7N2O2PS2 overall at a distorted geometry.

Each line ends with the Mulliken charge.
Element x y z (Å)
C1 0.660 1.305 3.110  -0.8410
C2 -0.253 0.109 2.909  -0.7459
S1 0.551 -1.391 2.311  -0.1651
C3 0.990 -1.098 0.577  -0.8357
N1 1.492 0.279 0.303  0.2374
C4 0.662 0.998 -0.697  -0.8861
N2 -0.733 0.857 -0.381  -0.1197
S2 3.019 0.100 -0.348  0.9936
O1 3.031 -0.620 -1.553  -0.5326
O2 3.923 -0.271 0.661  -0.5779
F1 3.316 1.560 -0.713  -0.2288
H1 1.610 1.024 3.531  0.2847
H2 0.795 1.883 2.212  0.1560
H3 0.184 1.965 3.828  0.3865
H4 -1.114 0.402 2.324  0.5138
H5 -0.645 -0.169 3.874  0.3925
H6 1.784 -1.804 0.396  0.4752
H7 0.200 -1.372 -0.100  0.5649
H8 0.953 2.045 -0.652  0.3063
H9 0.827 0.681 -1.724  0.4542
H10 -0.905 0.671 0.591  -0.0717
H11 -1.297 1.608 -0.737  0.2315
F2 -3.339 -2.334 -1.719  -0.3628
P1 -2.722 -1.254 -2.816  1.0428
F3 -1.490 -0.198 -3.177  -0.3224
F4 -3.679 -0.188 -3.643  -0.3480
F5 -1.424 -2.284 -2.887  -0.3402
F6 -3.005 -0.266 -1.518  -0.3310
F7 -3.392 -2.239 -3.963  -0.3304

The value obtained for the HOMO-LUMO gap is 9.131 eV. As for the total energy: -2255.99303 Eh. The value obtained for the LUMO energy is 2.58 eV. Its charge is -1.



Entry 7:
ORCA calculation (ωB97M-V with the def2-TZVPD basis set) on an isolated ion of composition C4H11FN3 and charge +1 at a distorted geometry.

Each line ends with the Mulliken charge.
Element x y z (Å)
H1 -0.218 3.164 -0.860  0.2453
N1 -0.210 2.216 -0.416  -0.4268
C1 0.711 1.468 -0.759  -0.3136
C2 0.797 0.061 -0.056  1.3877
C3 1.609 -0.922 -0.741  -1.9966
F1 1.339 0.621 1.141  -0.3600
C4 -0.684 -0.438 0.203  -0.5472
N2 -0.583 -1.768 0.706  -0.5003
N3 -1.407 0.553 1.056  -0.3417
H2 1.585 1.741 -1.527  0.3420
H3 1.376 -1.886 -0.440  0.4927
H4 1.449 -0.845 -1.747  0.5060
H5 2.597 -0.840 -0.525  0.5027
H6 -1.089 -0.357 -0.755  0.5298
H7 -0.507 -1.757 1.662  0.2114
H8 -1.325 -2.356 0.511  0.2285
H9 -1.130 1.504 0.504  0.3634
H10 -0.876 0.662 1.915  0.4129
H11 -2.329 0.512 1.400  0.2636

The value obtained for the HOMO-LUMO gap is 11.425 eV. The value obtained for the energy above the lowest of the compared OMol25 structures with the same formula, charge and spin is 183.4 kJ/mol. As for the total energy: -422.85007 Eh. The value obtained for the LUMO energy is -3.16 eV. Its charge is +1. Its SMILES is [H]/N=C/[C@@](C)(F)[C@@H](N)[NH3+].



Entry 8:
ORCA calculation (ωB97M-V with the def2-TZVPD basis set) on a 2-piece molecular cluster, C4H11IN overall at a distorted geometry.

Each line ends with the Mulliken charge.
Element x y z (Å)
C1 -0.549 -1.605 0.568  -1.2039
C2 1.168 0.371 -0.874  -0.9152
C3 -0.244 1.571 0.691  -0.7844
C4 -1.058 -0.534 -0.332  -0.4193
N1 -0.226 0.679 -0.494  0.0783
I1 -3.137 -0.037 -0.053  0.2475
H1 0.412 -1.999 0.252  0.3637
H2 -1.254 -2.432 0.575  0.4071
H3 -0.472 -1.247 1.595  0.3761
H4 1.673 -0.147 -0.063  0.4157
H5 1.187 -0.249 -1.766  0.3484
H6 1.707 1.294 -1.074  0.3652
H7 -1.268 1.822 0.962  0.2803
H8 0.244 1.086 1.536  0.3732
H9 0.282 2.499 0.461  0.3685
H10 -1.121 -1.162 -1.961  0.3380
H11 -0.646 1.213 -1.266  0.3611

The value obtained for the HOMO-LUMO gap is 9.356 eV. The value obtained for the energy above the lowest of the compared OMol25 structures with the same formula, charge and spin is 234.0 kJ/mol. As for the total energy: -511.10209 Eh. The value obtained for the LUMO energy is -4.19 eV. Its charge is +1.



Entry 9:
ORCA calculation (ωB97M-V with the def2-TZVPD basis set) on an isolated ion of composition C4H11IN3 and charge +1 at a distorted geometry.

Each line ends with the Mulliken charge.
Element x y z (Å)
C1 0.995 -1.228 -0.224  0.6160
C2 -2.025 0.830 0.554  -1.0465
C3 -1.099 1.856 -0.180  -0.5573
C4 0.502 1.176 0.037  -0.8947
N1 0.880 -2.388 -0.927  -0.4671
N2 1.406 -1.291 1.045  -0.3436
N3 0.472 -0.040 -0.631  0.0722
I1 2.103 2.406 -0.722  0.2732
H1 -1.886 0.652 1.549  0.4003
H2 -3.090 1.064 0.349  0.3435
H3 -1.916 -0.167 0.064  0.2511
H4 -1.422 1.705 -1.222  0.3120
H5 -1.137 2.848 0.186  0.4266
H6 0.561 1.003 1.083  0.3851
H7 1.148 -3.297 -0.424  0.2593
H8 1.048 -2.560 -1.936  0.2617
H9 2.062 -2.037 1.293  0.2472
H10 1.414 -0.572 1.697  0.1533
H11 -0.015 0.039 -1.592  0.3079

The value obtained for the HOMO-LUMO gap (spin up / spin down) is 6.053 / 6.462 eV. The value obtained for the energy above the lowest of the compared OMol25 structures with the same formula, charge and spin is 0.0 kJ/mol. As for the total energy: -620.56737 Eh. The value obtained for the LUMO energy (spin up / spin down) is -2.86 / -7.06 eV. Its charge is +1. Its expectation value of S² is 2.008. The multiplicity is 3.



Entry 10:
ORCA calculation (ωB97M-V with the def2-TZVPD basis set) on a 3-piece molecular cluster, C4H11INO overall at a distorted geometry.

Each line ends with the Mulliken charge.
Element x y z (Å)
C1 -0.138 0.708 -1.247  -0.7415
C2 -0.116 1.632 1.110  -0.8964
C3 2.185 -3.694 0.291  -0.1008
C4 0.886 -0.405 0.596  0.2387
N1 0.253 0.653 0.189  0.1697
O1 1.175 -1.436 -0.026  -0.6494
I1 -3.912 0.169 0.222  -0.0532
H1 -1.263 0.453 -1.304  0.0621
H2 0.063 1.714 -1.590  0.3412
H3 0.444 0.060 -1.780  0.3341
H4 0.048 2.628 0.717  0.3447
H5 -1.083 1.419 1.658  0.2852
H6 0.627 1.639 1.925  0.3429
H7 1.631 -4.086 1.214  0.2934
H8 1.951 -4.073 -0.574  0.2733
H9 1.095 -0.251 1.642  0.3389
H10 -3.746 0.422 -1.393  0.1170
H11 3.233 -3.589 0.494  0.3002

The value obtained for the HOMO-LUMO gap is 5.194 eV. The value obtained for the energy above the lowest of the compared OMol25 structures with the same formula, charge and spin is 441.7 kJ/mol. As for the total energy: -586.27761 Eh. The value obtained for the LUMO energy is -7.48 eV. Its charge is +1.



Entry 11:
ORCA calculation (ωB97M-V with the def2-TZVPD basis set) on a 2-piece molecular cluster, C4H11INO overall at a distorted geometry.

Each line ends with the Mulliken charge.
Element x y z (Å)
C1 0.549 -1.225 -1.285  -0.7237
C2 0.740 -1.461 1.021  -0.7375
C3 0.635 0.887 -0.062  -0.7810
C4 -1.599 1.637 0.345  -0.8723
N1 -0.423 1.662 -0.381  -0.0391
O1 0.368 -0.594 -0.003  0.1724
I1 -2.828 -0.239 0.061  0.0184
H1 1.567 -1.227 -1.761  0.2960
H2 0.028 -2.231 -1.094  0.3099
H3 0.038 -0.568 -1.905  0.4054
H4 1.689 -2.059 0.991  0.3261
H5 0.837 -0.884 1.877  0.3481
H6 -0.027 -2.135 1.165  0.3931
H7 1.655 1.065 -0.534  0.4279
H8 1.246 1.281 1.469  0.3031
H9 -2.367 2.329 -0.013  0.4380
H10 -1.586 1.542 1.402  0.3711
H11 -0.522 2.221 -1.294  0.3443

The value obtained for the HOMO-LUMO gap is 9.083 eV. The value obtained for the energy above the lowest of the compared OMol25 structures with the same formula, charge and spin is 518.0 kJ/mol. As for the total energy: -586.24854 Eh. The value obtained for the LUMO energy is -3.84 eV. Its charge is +1.



Entry 12:
ORCA calculation (ωB97M-V with the def2-TZVPD basis set) on one molecule with the formula C4H11IOS at a distorted geometry.

Each line ends with the Mulliken charge.
Element x y z (Å)
I1 -0.637 -0.895 3.489  -0.6221
O1 0.281 -1.192 -2.040  -0.4954
C1 1.143 -1.905 -1.132  -0.4104
C2 1.944 0.282 1.229  -0.8919
C3 -0.755 0.700 0.215  -0.8758
C4 0.425 -2.076 0.223  -0.5805
S1 0.283 -0.509 1.101  0.1085
H1 0.707 -1.035 -2.876  0.2836
H2 1.344 -2.885 -1.555  0.3643
H3 2.064 -1.354 -0.995  0.3369
H4 2.005 0.973 2.093  0.3333
H5 2.055 0.835 0.301  0.3563
H6 2.735 -0.478 1.342  0.3147
H7 -0.208 1.304 -0.491  0.3246
H8 -1.558 0.145 -0.288  0.3125
H9 -1.229 1.380 0.921  0.3656
H10 1.025 -2.746 0.865  0.3920
H11 -0.558 -2.541 0.011  0.3837

The value obtained for the HOMO-LUMO gap is 5.708 eV. The value obtained for the energy above the lowest of the compared OMol25 structures with the same formula, charge and spin is 8.3 kJ/mol. As for the total energy: -929.99363 Eh. The value obtained for the LUMO energy is 0.08 eV.



Entry 13:
ORCA calculation (ωB97M-V with the def2-TZVPD basis set) on C4H11InNO as an isolated structure at a distorted geometry.

Each line ends with the Mulliken charge.
Element x y z (Å)
In1 2.070 4.010 2.231  0.9970
C1 -1.203 -1.877 0.618  -1.1981
C2 -0.185 -0.818 0.385  0.6804
C3 -0.688 0.314 -0.567  -0.6069
O1 0.314 1.352 -0.663  0.0379
C4 1.071 1.293 -1.807  -0.4792
N1 0.368 -0.214 1.588  -0.5803
H1 -0.784 -2.873 0.758  0.4192
H2 -2.035 -1.951 -0.082  0.4430
H3 -1.685 -1.736 1.586  0.3879
H4 0.599 -1.267 -0.225  0.3280
H5 -1.514 0.906 -0.171  0.3367
H6 -1.039 -0.101 -1.512  0.4721
H7 0.633 1.729 -2.706  0.3934
H8 1.466 0.326 -2.119  0.3883
H9 2.004 1.820 -1.608  0.3131
H10 -0.294 0.056 2.301  0.3157
H11 0.901 -0.970 1.992  0.3519

The value obtained for the HOMO-LUMO gap is 3.229 eV. The value obtained for the energy above the lowest of the compared OMol25 structures with the same formula, charge and spin is 248.4 kJ/mol. As for the total energy: -477.66342 Eh. The value obtained for the LUMO energy is -19.16 eV. Its charge is +3.